(1)
The following is a quantum chemistry calculation of a molecular structure, C20H20AsN2S5Tc at a distorted geometry, from the Open Molecules 2025 dataset.

Calculated values
**LUMO energy (spin up / spin down)**: -8.98 / -9.00 eV
**HOMO energy (spin up / spin down)**: -0.534 / -0.534 Ha

ORCA input file:
```
! wB97M-V def2-TZVPD RIJCOSX def2/J DEFGRID3
* xyz 2 1
Tc 0.10423 -0.29932 -0.03958
S -3.11845 0.65738 2.67876
As -1.50709 -0.57763 2.83010
S -1.27386 -1.88241 0.53367
S 0.50733 0.53105 1.95431
S -0.89345 -1.94013 4.20919
C 3.87359 0.66122 -0.80315
C 3.87143 -0.75830 -1.26612
C 4.99490 -1.38704 -1.73536
C 4.95216 -2.72169 -2.14844
C 3.77165 -3.46409 -2.09677
C 2.60690 -2.90394 -1.63518
C 1.32981 -3.66966 -1.54963
C 2.64539 -1.52191 -1.21264
N 1.55483 -0.94727 -0.77049
H 4.85558 1.11080 -0.92199
H 3.59176 0.71568 0.25097
H 3.14607 1.24866 -1.36848
H 5.92803 -0.84114 -1.78383
H 5.85599 -3.19191 -2.51405
H 3.76943 -4.49653 -2.42081
H 1.45612 -4.67992 -1.92912
H 0.54288 -3.17360 -2.12221
H 0.99015 -3.72620 -0.51250
N -0.61818 1.05100 -1.26342
S 0.08291 2.10723 -2.33943
C -0.65705 1.68561 -3.92293
C -0.55970 2.62365 -4.94167
C -1.07523 2.30243 -6.18668
C -1.67119 1.06504 -6.39613
C -1.74780 0.13734 -5.36738
C -1.22737 0.43796 -4.11667
C -0.71411 3.65598 -1.95938
C -2.07314 3.83296 -2.19204
C -2.64388 5.04665 -1.85408
C -1.86229 6.06159 -1.30947
C -0.50655 5.86629 -1.08579
C 0.08040 4.65264 -1.40808
H -1.61235 1.23939 -1.13670
H -0.10169 3.58976 -4.76705
H -1.01269 3.02440 -6.98912
H -2.07924 0.82461 -7.36853
H -2.21590 -0.82331 -5.53337
H -1.27397 -0.28206 -3.31142
H -2.67469 3.05091 -2.64149
H -3.69957 5.20453 -2.02732
H -2.31558 7.01327 -1.06751
H 0.09740 6.65706 -0.66267
H 1.13626 4.48381 -1.23545
*
```

=====

(2)
The following is a quantum chemistry calculation of 13 unconnected molecules or ions with the total composition H26O13, from the Open Molecules 2025 dataset.

Calculated values
**ΔE to the lowest compared entry with this formula, charge and spin**: 2.916 eV
**LUMO energy**: -0.06 eV
**HOMO energy**: -0.406 Ha

ORCA input file:
```
! wB97M-V def2-TZVPD RIJCOSX def2/J DEFGRID3
* xyz 0 1
O 2.71075 -11.18165 7.95456
H 2.78306 -10.23177 8.04797
H 1.92011 -11.31181 7.43094
O 3.38108 -15.14149 11.37612
H 3.68932 -14.24040 11.27982
H 2.81455 -15.12021 12.14736
O 7.32328 -14.39824 12.02399
H 7.17336 -14.32697 11.08129
H 6.58201 -14.91061 12.34682
O 7.28491 -13.15332 3.94560
H 7.42780 -14.09097 4.07454
H 6.45204 -13.09971 3.47690
O 4.07644 -10.23710 12.20506
H 3.21740 -10.01282 12.56279
H 3.99775 -10.06589 11.26659
O 9.47932 -16.74755 4.76552
H 9.84941 -17.29569 4.07357
H 10.18262 -16.13882 4.99146
O 3.04348 -15.92727 6.96952
H 3.29574 -15.64878 7.84988
H 2.11476 -15.70484 6.90434
O 8.51830 -10.50473 12.38612
H 8.04267 -11.32133 12.23389
H 7.84338 -9.87963 12.65064
O 3.32638 -13.07006 3.66678
H 2.82050 -13.51786 2.98869
H 3.49148 -13.74325 4.32693
O 11.96900 -13.79956 6.00744
H 12.31717 -13.81473 6.89894
H 11.79398 -12.87464 5.83386
O 10.26352 -17.01607 8.92677
H 10.09873 -16.64599 8.05952
H 11.21060 -16.94114 9.04366
O 10.91187 -10.08605 6.24038
H 10.28120 -9.48476 5.84422
H 10.85392 -9.91012 7.17949
O 6.97540 -12.69953 8.01672
H 7.37185 -12.70940 7.14553
H 6.16843 -12.19644 7.90747
*
```

=====

(3)
The following is a quantum chemistry calculation of a molecular structure, C2H3CoO2 at a distorted geometry, from the Open Molecules 2025 dataset.

Calculated values
**ΔE to the lowest compared entry with this formula, charge and spin**: 1.419 eV
**LUMO energy (spin up / spin down)**: -12.35 / -13.83 eV
**Expectation value of S²**: 6.013
**HOMO energy (spin up / spin down)**: -0.781 / -0.788 Ha

ORCA input file:
```
! wB97M-V def2-TZVPD RIJCOSX def2/J DEFGRID3
* xyz 2 5
C 0.37131 -7.51328 8.75352
O 1.10786 -7.89544 7.95514
H -0.34037 -8.28364 10.32224
H -1.45292 -7.88894 9.48694
C -1.62493 -8.75587 10.52617
O -2.43650 -9.78683 10.24111
Co -1.49726 -11.26223 10.06946
H -1.96162 -8.18332 11.41498
*
```

=====

(4)
The following is a quantum chemistry calculation of a molecular structure, C29H39As2HfN4OS3 at a distorted geometry, from the Open Molecules 2025 dataset.

Calculated values
**ΔE to the lowest compared entry with this formula, charge and spin**: 0.942 eV
**LUMO energy (spin up / spin down)**: -4.32 / -4.18 eV
**HOMO energy (spin up / spin down)**: -0.350 / -0.350 Ha

ORCA input file:
```
! wB97M-V def2-TZVPD RIJCOSX def2/J DEFGRID3
* xyz 1 1
Hf -0.72990 -0.05012 -0.55476
S -1.00999 0.95866 1.71955
C 0.21866 -0.09237 2.41644
N 0.26604 -0.05858 3.74368
N 1.23334 -0.60017 4.42284
C 2.57453 -0.87227 4.08244
C 3.27281 -1.76226 4.89495
C 4.61757 -1.99705 4.66774
C 5.27647 -1.33975 3.64034
C 4.58270 -0.43613 2.84345
C 3.23807 -0.20178 3.05521
N 0.97750 -0.95506 1.75141
N 0.80116 -1.15550 0.48176
C 1.47963 -2.29509 -0.00192
C 1.41903 -2.58030 -1.36840
C 2.06044 -3.69570 -1.87382
C 2.77292 -4.53645 -1.03068
C 2.84749 -4.24715 0.32633
C 2.21026 -3.13596 0.84373
H 0.99294 -0.70650 5.39755
H 2.75215 -2.27049 5.69868
H 5.15528 -2.69342 5.29678
H 6.32827 -1.52261 3.46784
H 5.10584 0.09403 2.05827
H 2.70593 0.51834 2.44969
H 0.87469 -1.92089 -2.03324
H 2.00607 -3.90672 -2.93396
H 3.26680 -5.41335 -1.42727
H 3.40395 -4.89645 0.98916
H 2.26604 -2.90401 1.89727
C -0.96865 3.93303 -2.57687
As -0.68071 2.74909 -1.03000
C 0.85873 3.65820 -0.23243
C -2.17005 3.44341 0.04316
C -2.09819 4.71461 0.60626
C -3.15579 5.22898 1.33619
C -4.31018 4.47725 1.49932
C -4.39263 3.21724 0.93172
C -3.32944 2.68416 0.20787
As -3.44339 0.89111 -0.58980
C -4.88196 1.28978 -1.87249
C -4.51958 -0.04468 0.74628
H -1.11619 4.95265 -2.22981
H -1.85985 3.59635 -3.10443
H -0.12195 3.89581 -3.26096
H 0.70822 4.73185 -0.15855
H 1.72651 3.47136 -0.86186
H 1.03733 3.24620 0.75991
H -1.20642 5.31484 0.47900
H -3.07924 6.21475 1.77571
H -5.14271 4.87198 2.06656
H -5.29879 2.63868 1.06123
H -5.71566 1.74986 -1.34837
H -5.20888 0.36379 -2.34331
H -4.51254 1.96430 -2.64246
H -5.45359 0.47446 0.94903
H -3.94309 -0.14524 1.66415
H -4.73999 -1.04123 0.36851
C -1.79483 -2.65199 -4.41169
C -1.69426 -2.07331 -3.01527
S -1.07337 -0.41364 -2.98810
C -2.04408 -2.77391 -1.92327
C -2.57943 -4.17973 -2.00300
S -1.99239 -2.17971 -0.26013
H -1.37222 -1.95434 -5.13084
H -2.83377 -2.83844 -4.68959
H -1.24850 -3.59306 -4.49140
H -2.46323 -4.61392 -2.99246
H -3.64036 -4.18333 -1.74088
H -2.06933 -4.81449 -1.27674
C 3.93224 1.49261 -1.29218
C 2.95431 0.34431 -1.14657
O 1.60851 0.73510 -1.51567
H 4.93762 1.13395 -1.07054
H 3.69596 2.29957 -0.59821
H 3.92861 1.88740 -2.31030
H 2.90228 0.02460 -0.10957
H 3.25924 -0.50769 -1.75606
H 1.63898 0.99250 -2.44215
*
```